(1)
The following is a DFT calculation (wB97M-V/def2-TZVPD) of a single C5H7NO molecule at a distorted geometry.

**LUMO level**: 0.86 eV
**Frontier orbital gap**: 9.306 eV
**E_HOMO**: -8.45 eV
**SMILES**: C[C@@H]1O[C@H]1C=C=N

Geometry as XYZ:
```
14
Properties=species:S:1:pos:R:3:lowdin_charge:R:1
C 0.019 1.843 0.390 -0.068
C -0.324 0.758 -0.574 -0.260
O -1.670 0.402 -0.793 -0.040
C -1.211 -0.537 0.140 -0.199
C -0.418 -1.712 -0.123 -0.090
C 0.862 -1.458 -0.329 -0.200
N 2.052 -1.299 -0.398 0.156
H -0.192 2.833 -0.027 0.077
H -0.519 1.739 1.335 0.079
H 1.090 1.801 0.613 0.080
H 0.259 0.769 -1.488 0.133
H -1.745 -0.499 1.088 0.135
H -0.814 -2.719 -0.023 0.102
H 2.610 -1.920 0.190 0.095
```



(2)
The following is a DFT calculation (wB97M-V/def2-TZVPD) of a single C6H8 molecule.

**LUMO level (alpha / beta)**: -0.76 / -0.76 eV
**Frontier orbital gap (alpha / beta)**: 7.403 / 7.414 eV
**E_HOMO (alpha / beta)**: -8.17 / -8.18 eV

Geometry as XYZ:
```
14
Properties=species:S:1:pos:R:3:lowdin_charge:R:1
C 1.689 0.907 -0.304 -0.059
C 0.206 0.983 0.015 -0.276
C -0.796 0.563 -1.061 -0.034
C -0.537 -0.273 0.111 -0.183
C -0.793 -1.311 0.934 -0.221
C -1.597 -2.428 0.527 0.084
H 1.882 0.139 -1.061 0.085
H 2.277 0.655 0.585 0.079
H 2.047 1.865 -0.695 0.078
H -0.087 1.783 0.695 0.142
H -0.422 0.283 -2.044 0.116
H -1.760 1.068 -1.078 0.116
H -0.344 -1.205 1.926 0.093
H -1.764 -3.029 1.451 -0.021
```



Calculated energy relative to the best compared isomer or geometry (same formula, charge and spin) (kJ/mol), listed in the same order as above: 444.25, 448.39